Computed, not measured: 2 unconnected molecules or ions with the total composition C20H32N3O5, with ωB97M-V/def2-TZVPD.

Summary:
E_HOMO = -4.4 eV
Gap between HOMO and LUMO = 0.2386 Ha
Charge = -1

```
60
Properties=species:S:1:pos:R:3:lowdin_charge:R:1
C -1.2035 -3.5117 4.0261 -0.0042
C -0.8238 -2.9490 2.8908 -0.1669
C -0.1030 -1.6227 2.8616 -0.1087
C 0.7774 -1.3099 1.6459 -0.2929
C 2.0287 -0.5184 2.1303 -0.0698
C 3.1490 -1.3729 2.6966 -0.4136
C 4.2004 -1.8788 1.7449 -0.0372
N 3.2635 -1.6571 3.9249 0.1444
C 1.2635 -2.5310 0.8447 -0.4546
O 1.4206 -3.6599 1.2417 0.0940
N 1.5280 -2.0978 -0.4423 0.1376
C 1.0282 -0.7138 -0.6478 -0.2797
C 0.5526 -0.4517 -2.0665 -0.0930
C 0.5623 0.9880 -2.5788 -0.4203
C 1.1601 2.1375 -1.7868 -0.0327
N 0.0416 1.1814 -3.7094 0.1590
C 0.0117 -0.6158 0.4913 -0.1994
C -0.7394 0.6846 0.7531 -0.1132
C -2.2232 0.4931 1.1057 -0.1654
C -3.0987 1.5653 0.4852 -0.1639
O -4.4163 1.5145 1.0658 -0.0304
C -5.2855 0.6332 0.4926 -0.5334
C -5.9146 -0.3075 1.4854 0.0165
O -5.5295 0.6272 -0.6832 0.1241
H -2.0128 -4.2282 4.0800 0.0483
H -0.7189 -3.2462 4.9605 0.0568
H -0.9918 -3.4575 1.9466 0.1044
H 0.4662 -1.5517 3.7916 0.1047
H -0.8881 -0.8671 2.9360 0.1096
H 1.7145 0.1772 2.9141 0.1236
H 2.4360 0.1001 1.3315 0.1088
H 3.8886 -2.8394 1.3312 0.0768
H 5.1216 -2.0366 2.3013 0.0767
H 4.3654 -1.1857 0.9206 0.0780
H 2.5027 -1.2434 4.4637 0.0401
H 1.3226 -2.7802 -1.1602 0.1469
H 1.9147 -0.0952 -0.5053 0.1152
H 1.2218 -1.0016 -2.7368 0.1216
H -0.4447 -0.8705 -2.2272 0.1216
H 1.8883 1.8472 -1.0284 0.0598
H 0.3626 2.6859 -1.2806 0.0754
H 1.6319 2.8300 -2.4845 0.0829
H 0.1357 2.1781 -3.9561 0.0224
H -0.7210 -1.3829 0.1948 0.1545
H -0.7006 1.2602 -0.1751 0.0930
H -0.2484 1.2923 1.5171 0.1308
H -2.3606 0.5712 2.1882 0.1145
H -2.5798 -0.5036 0.8299 0.1205
H -2.7156 2.5547 0.7310 0.1339
H -3.1728 1.4740 -0.5998 0.1330
H -6.8263 -0.7088 1.0482 0.0834
H -5.2362 -1.1404 1.6748 0.0880
H -6.1556 0.1918 2.4216 0.0846
C 2.7092 3.5905 -6.3924 -0.0586
C 1.4262 4.3251 -5.9338 -0.7888
O 0.6588 3.6784 -5.1740 -0.1178
O 1.2827 5.4843 -6.3646 -0.0920
H 2.7622 2.5833 -5.9767 0.0467
H 2.7246 3.5294 -7.4822 0.0528
H 3.5871 4.1585 -6.0769 0.0516
```

---

Computed, not measured: a molecular structure, C20H32N6O7Pd at a distorted geometry, with ωB97M-V/def2-TZVPD.

Summary:
E_HOMO (alpha / beta) = -4.9 / -4.9 eV
Spin multiplicity = 3
Gap between HOMO and LUMO (alpha / beta) = 0.1218 / 0.1200 Ha
Energy above the lowest of the compared OMol25 structures with the same formula, charge and spin = 3.899 eV
Charge = 0
⟨S²⟩ = 2.0202

```
66
Properties=species:S:1:pos:R:3:lowdin_spin:R:1
O -1.9500 6.0587 -0.1858 0.0013
H -1.5593 5.6568 0.6196 0.0000
Pd 0.3406 1.5585 0.6216 0.0689
N -0.6965 1.9844 -0.9491 0.3780
N -1.4230 1.2200 1.3468 0.4031
N 2.1938 1.6483 -0.1431 0.0113
N 1.3328 0.6111 2.0889 -0.0059
O -0.3330 1.8930 -2.3007 0.5007
O 2.6137 2.1833 -1.3766 0.0010
O 0.8434 0.1021 3.3050 -0.0042
O -1.8013 0.6911 2.5894 0.3461
C -2.4512 1.8512 0.5780 0.0801
C -2.0707 2.2286 -0.6666 0.1390
C 3.0844 1.0318 0.5405 0.0053
C 2.5794 0.4204 1.8503 0.0068
C -2.9191 2.8843 -1.7493 0.0145
H -2.4446 3.8241 -2.0368 0.0039
H -3.9264 3.1208 -1.4184 -0.0004
H -2.9804 2.2439 -2.6278 0.0048
C -3.8282 2.0201 1.2099 0.0062
H -3.7327 2.6332 2.1063 0.0027
H -4.2388 1.0509 1.4905 0.0010
H -4.5383 2.5151 0.5526 -0.0003
C 4.5563 0.8464 0.1527 0.0008
C 3.5693 -0.3239 2.7537 0.0009
H 4.8790 1.5705 -0.5950 0.0000
H 4.7183 -0.1472 -0.2635 0.0000
H 5.2184 0.9782 1.0073 0.0004
H 3.0666 -0.9877 3.4564 0.0000
H 4.1602 0.3830 3.3352 0.0004
H 4.2487 -0.9511 2.1780 0.0002
H 1.9345 2.8852 -1.5087 -0.0006
H -0.0747 0.4153 3.2897 -0.0014
C 0.3755 3.2572 1.6959 -0.0036
H 0.3784 4.3207 1.9358 0.0002
H 1.4411 3.0889 1.8245 0.0010
H -0.0898 2.8485 2.5909 0.0012
O 1.2600 5.3744 -2.2023 -0.0001
H 0.3426 5.7961 -1.9282 -0.0001
H 1.3871 4.8254 -1.3681 0.0000
C -0.2620 -5.0817 -0.2816 0.0001
N 0.0507 -3.7022 0.1274 0.0003
N -0.2505 -2.5711 -0.5300 0.0013
C 0.2726 -1.4891 0.1623 0.0036
O 0.1088 -0.2854 -0.1811 0.0301
C 0.8903 -2.0389 1.2923 -0.0001
C 0.7458 -3.3902 1.2261 -0.0001
C 1.2840 -4.3546 2.2503 0.0000
C -1.0335 -2.5544 -1.7400 0.0001
C -2.2355 -3.2875 -1.8057 0.0001
C -2.9715 -3.3497 -2.9853 0.0001
C -2.5194 -2.6830 -4.1202 0.0000
C -1.3401 -1.9297 -4.0635 0.0002
C -0.6025 -1.8542 -2.8743 0.0007
H -1.3430 -5.2899 -0.2440 0.0000
H 0.1965 -5.8247 0.4034 0.0000
H 0.1387 -5.2722 -1.2980 0.0000
H 1.4120 -1.6747 2.1161 0.0000
H 0.4470 -4.9252 2.7039 0.0000
H 2.0008 -5.0545 1.7745 0.0000
H 1.8154 -3.8143 3.0638 0.0000
H -2.6230 -3.8009 -0.9407 0.0000
H -3.8903 -3.9256 -3.0143 0.0000
H -3.0863 -2.7488 -5.0393 0.0000
H -0.9924 -1.4185 -4.9510 0.0000
H 0.3209 -1.2909 -2.8504 0.0004
```

---

Computed, not measured: 3 unconnected molecules or ions with the total composition C20H33BFN2O14S3 at a distorted geometry, with ωB97M-V/def2-TZVPD.

Summary:
E_HOMO = -11.7 eV
Gap between HOMO and LUMO = 0.2844 Ha
Energy above the lowest of the compared OMol25 structures with the same formula, charge and spin = 7.805 eV
Charge = +1

```
74
Properties=species:S:1:pos:R:3:lowdin_charge:R:1
C 2.3559 -6.4999 -1.7704 -0.0671
C 1.4271 -5.2717 -1.2863 -0.2333
O 2.1003 -4.4178 -0.3212 0.0103
B 1.9857 -3.0195 -0.6851 -0.4780
O 3.0605 -2.4618 -1.4502 0.1617
C 0.6404 -2.2433 -0.1791 -0.0553
C -0.4197 -2.2969 -1.4029 -0.2184
C 0.1378 -1.6970 -2.7833 -0.0393
C -1.0048 -1.0363 -3.7127 -0.2896
O -0.9364 0.1593 -4.1135 0.0493
C -2.2170 -2.0243 -4.1024 -0.1084
C -1.7781 -3.4129 -4.6740 -0.0134
C -2.9309 -4.4065 -5.0164 -0.0451
C -4.4194 -4.0015 -4.7784 -0.0461
C -4.7914 -2.6026 -4.2277 -0.0447
C -3.6781 -1.5843 -3.8722 -0.0038
O -1.6731 -1.7302 -0.9518 -0.1029
C -1.5392 -0.3626 -0.5112 -0.1091
C -0.4110 -0.1659 0.6583 -0.2043
S -1.1558 -0.8618 2.2103 0.8456
O -2.2746 0.0939 2.5844 -0.3006
O -0.2288 -0.9273 3.3803 -0.2695
F -1.8768 -2.3582 2.0116 -0.1706
N 0.8764 -0.7973 0.2289 -0.0491
C 2.0263 -0.6131 1.1782 -0.1684
N 1.9398 0.6556 1.9753 -0.0847
C 2.3351 1.7738 1.0168 -0.1115
H 2.5091 -7.2139 -0.8927 0.0897
H 1.8501 -7.0752 -2.6193 0.0878
H 3.3701 -6.1303 -2.1705 0.0955
H 1.1497 -4.6741 -2.2217 0.1096
H 0.4595 -5.7542 -0.8803 0.1415
H 2.8560 -1.5231 -1.6516 0.0919
H 0.1891 -2.8768 0.6620 0.1799
H -0.6111 -3.4205 -1.5908 0.1716
H 1.0144 -0.9700 -2.6810 0.1215
H 0.5432 -2.5898 -3.3982 0.1286
H -0.6785 -3.7057 -4.8340 0.0999
H -2.6765 -5.4461 -5.4084 0.0938
H -5.2370 -4.7567 -5.0071 0.0954
H -5.8710 -2.2654 -4.0366 0.1022
H -3.8796 -0.5415 -3.4443 0.1127
H -2.5367 -0.0979 0.0098 0.1575
H -1.3564 0.3936 -1.3560 0.1551
H -0.3457 0.9772 0.8023 0.1779
H 1.1528 -0.3157 -0.6588 0.1691
H 2.0859 -1.4934 1.9169 0.1715
H 3.0586 -0.5785 0.6527 0.1661
H 2.7350 0.6260 2.6370 0.1308
H 3.4824 1.9920 1.0576 0.0850
H 2.1045 1.5248 -0.0769 0.0867
H 1.7589 2.7494 1.2443 0.1039
C -3.5442 3.1339 2.5425 -0.1917
C -3.0673 3.3239 3.9742 -0.1755
O -2.9930 4.7379 4.1543 -0.1926
S -4.1444 5.4481 3.2560 0.6521
O -5.2712 5.7142 4.0975 -0.2159
O -3.5276 6.4514 2.4427 -0.2261
O -4.5008 4.1693 2.3213 -0.1878
H -2.7236 3.2708 1.8315 0.1249
H -3.9993 2.1553 2.3864 0.1223
H -2.0970 2.8612 4.1545 0.1317
H -3.7959 2.9295 4.6883 0.1390
C 4.0270 5.7502 3.7301 -0.1630
C 3.1982 6.2492 2.5570 -0.1662
O 4.0277 6.0574 1.4100 -0.1809
S 4.9600 4.7512 1.6423 0.6721
O 4.3374 3.6316 0.9901 -0.2802
O 6.3217 5.1198 1.4147 -0.2005
O 4.7212 4.6007 3.2392 -0.1886
H 4.7698 6.4928 4.0335 0.1386
H 3.4090 5.4847 4.5883 0.1389
H 2.9200 7.2978 2.6599 0.1424
H 2.2953 5.6451 2.4261 0.1280
```

---

Computed, not measured: a molecular structure, C20H33BNO6PPdS at a distorted geometry, with ωB97M-V/def2-TZVPD.

Summary:
E_HOMO (alpha / beta) = 0.2 / -1.7 eV
Spin multiplicity = 3
Gap between HOMO and LUMO (alpha / beta) = 0.1476 / 0.2178 Ha
Energy above the lowest of the compared OMol25 structures with the same formula, charge and spin = 0.324 eV
Charge = -2
⟨S²⟩ = 2.0382

```
64
Properties=species:S:1:pos:R:3:lowdin_spin:R:1
Pd 1.1649 0.5223 1.0209 0.9984
O 3.6477 0.7682 4.1809 0.0116
S 2.8152 0.5950 3.0010 0.0033
O 3.4173 -0.3073 1.9783 0.0473
O 1.4571 0.0242 3.3465 0.0499
O 2.5317 1.9122 2.3077 0.0905
C 1.5021 -4.1680 0.8413 0.0023
C 1.5802 -2.6455 0.9384 0.0076
P -0.0060 -1.7013 1.0595 0.1212
C -0.8749 -2.6926 2.3384 0.0470
C -2.2788 -2.1695 2.6406 0.0041
C -0.8261 -2.2594 -0.5037 0.0102
C -1.8216 -1.2395 -1.0679 0.0046
H 2.5029 -4.5856 0.6908 0.0001
H 0.8795 -4.5021 0.0048 0.0002
H 1.1014 -4.6182 1.7519 0.0010
H 2.0841 -2.2315 0.0631 0.0040
H 2.1950 -2.3247 1.7819 0.0009
H -0.2425 -2.6384 3.2289 0.0003
H -0.9119 -3.7320 2.0030 0.0078
H -2.2446 -1.1315 2.9709 0.0014
H -2.7701 -2.7591 3.4200 0.0004
H -2.9185 -2.2029 1.7523 0.0002
H -1.3118 -3.2273 -0.3394 0.0015
H -0.0152 -2.4146 -1.2214 0.0019
H -2.6659 -1.0826 -0.3920 0.0011
H -2.2181 -1.5594 -2.0372 0.0000
H -1.3369 -0.2686 -1.1984 0.0020
C -0.3826 2.2024 1.2724 0.0830
C -1.5819 1.7914 1.8916 0.0552
C -1.6777 1.6357 3.3110 0.0399
C -2.8679 1.3535 3.9267 0.0191
C -4.0526 1.1582 3.1828 0.0746
C -3.9684 1.2392 1.7811 0.0111
C -2.7821 1.5364 1.1587 0.0415
C -5.3056 0.8800 3.8286 0.0217
N -6.3155 0.6586 4.3464 0.0451
H 0.3438 2.6956 1.9065 -0.0002
H -0.4549 2.5675 0.2563 0.0023
H -0.7678 1.7361 3.8921 0.0015
H -2.9061 1.2580 5.0061 -0.0001
H -4.8635 1.0709 1.1917 -0.0006
H -2.7430 1.6041 0.0769 0.0020
C 3.4773 1.0214 -3.8187 0.0014
C 2.1267 0.6981 -3.2027 0.0097
C 1.4816 -0.4645 -3.9481 0.0017
O 2.3301 0.2748 -1.8547 0.0300
B 1.3135 0.7857 -1.0138 0.1088
O 0.4997 1.6330 -1.8185 0.0189
C 1.1782 1.9218 -3.0433 0.0064
C 0.1465 2.0782 -4.1446 0.0007
C 1.9307 3.2353 -2.8478 0.0019
H 4.0596 0.1026 -3.9189 0.0000
H 4.0388 1.7073 -3.1865 0.0001
H 3.3613 1.4657 -4.8137 0.0008
H 2.1308 -1.3370 -3.8475 0.0000
H 1.3434 -0.2495 -5.0129 0.0006
H 0.5128 -0.7121 -3.5072 0.0003
H -0.5094 1.2093 -4.1984 0.0000
H 0.6270 2.2203 -5.1192 0.0005
H -0.4704 2.9554 -3.9358 0.0000
H 2.6363 3.1539 -2.0190 0.0008
H 1.2064 4.0103 -2.5890 0.0000
H 2.4686 3.5421 -3.7495 0.0005
```